C56H51F8O7PS | wB97M-V/def2-TZVPD

Structure (XYZ):
```
124
Properties=species:S:1:pos:R:3:forces:R:3
C -3.177297 0.086756 -0.564298 -0.33 -0.54 -0.08
C -3.610135 -0.832815 -1.203458 0.66 0.38 0.25
C -3.888071 -2.033828 -1.963014 -0.12 -0.20 -0.66
C -2.633508 -2.607862 -2.625586 0.65 -0.30 1.17
C -1.708619 -3.177857 -1.536413 0.33 0.28 -0.95
C -0.269553 -3.354120 -1.985380 -2.93 0.05 2.08
C 0.083263 -3.373575 -3.265923 -1.75 0.25 -2.86
C 1.346875 -3.529525 -3.674964 1.23 -0.12 -1.94
C 2.305676 -3.642562 -2.747717 2.41 -0.35 -1.31
C 1.963466 -3.631935 -1.468605 2.29 -0.26 3.23
C 0.693744 -3.506704 -1.040029 -1.01 0.07 1.32
C 0.357959 -3.542512 0.401070 0.79 0.15 0.74
O -0.697043 -3.897584 0.850562 -0.77 -0.24 0.17
C 1.446401 -3.113816 1.338353 -1.28 -1.18 -3.20
C 1.198033 -2.654985 2.551577 -3.88 0.08 1.00
C 2.175539 -2.281771 3.355309 1.07 1.94 2.14
S 1.639101 -1.761545 4.962551 -1.03 -2.42 0.05
O 0.235141 -1.916713 5.022151 -2.16 1.37 -0.99
O 2.211723 -2.628106 5.922864 2.64 0.08 1.26
C 1.956575 0.042847 5.322546 -0.88 -0.74 0.76
F 2.973392 0.160135 6.125479 1.67 0.16 0.29
F 2.038719 0.789395 4.263915 0.70 0.53 -1.48
F 0.921542 0.461577 5.995508 -1.48 0.24 0.72
C 3.480039 -2.346486 2.953023 1.27 1.32 2.30
C 4.628791 -1.932820 3.850894 -0.99 0.19 0.05
C 4.991749 -0.437217 3.846636 0.15 -0.95 -0.95
P 5.499853 0.267922 2.249051 0.76 -0.28 0.27
O 6.627063 1.134829 2.512614 1.12 1.56 0.54
O 4.261566 1.019700 1.555570 0.04 -0.84 0.70
C 4.011444 2.324817 2.103341 -0.69 1.53 -0.66
C 3.918451 3.310349 0.914941 -0.50 -1.00 0.77
O 5.985649 -0.870637 1.228452 -1.56 -0.06 0.32
C 5.783757 -0.544776 -0.147686 0.47 0.42 -1.30
C 6.523983 0.706119 -0.588345 0.07 -0.02 -0.39
C 3.698255 -2.813319 1.724499 2.94 -0.67 -1.10
C 2.714499 -3.212897 0.913895 0.34 -0.61 -2.18
C 3.041052 -3.771960 -0.441602 -0.81 0.22 0.60
O 4.090961 -4.318291 -0.623692 0.84 -0.21 -0.52
H -2.819358 0.834866 0.083766 0.10 0.43 0.17
H -4.300206 -2.766782 -1.277788 -0.25 -0.21 0.01
H -4.618383 -1.839738 -2.741989 -0.35 0.06 0.06
H -2.873122 -3.427515 -3.295516 -0.31 0.10 -0.35
H -2.092802 -1.833016 -3.162217 -0.14 0.16 -0.24
H -1.672536 -2.514722 -0.680052 -0.37 0.11 0.10
H -2.070203 -4.141982 -1.188474 -0.21 -0.01 0.14
H -0.658825 -3.272596 -4.034911 -0.41 0.07 -0.14
H 1.631318 -3.571863 -4.708872 -0.21 0.08 -0.42
H 3.346860 -3.758383 -2.980990 0.31 -0.07 -0.26
H 0.169849 -2.624729 2.861129 -0.30 0.13 0.25
H 5.481094 -2.534806 3.567652 0.32 -0.02 0.12
H 4.309245 -2.178288 4.860530 0.40 -0.26 0.22
H 4.230968 0.208604 4.259172 -0.15 0.03 -0.11
H 5.860026 -0.325171 4.484751 0.24 0.18 0.00
H 4.739403 2.635834 2.844365 0.46 -0.24 -0.15
H 3.042875 2.370317 2.593401 -0.12 -0.61 0.17
H 2.881217 3.280490 0.592039 -0.11 0.23 -0.27
H 4.172843 4.324212 1.194940 0.23 0.13 -0.06
H 4.503847 2.899629 0.110839 0.42 0.38 -0.20
H 4.735446 -0.425445 -0.416230 -0.28 -0.06 0.48
H 6.145380 -1.360858 -0.764901 0.14 -0.44 0.34
H 7.602176 0.586905 -0.614725 0.14 -0.16 0.27
H 6.212231 0.922059 -1.605181 -0.04 -0.02 -0.19
H 6.289425 1.583315 -0.001924 -0.01 0.07 0.19
H 4.702198 -2.922498 1.358817 0.38 0.01 0.02
F 4.891401 2.799671 -2.035661 0.06 0.06 -0.10
C 4.074949 3.037840 -3.080578 -0.20 0.07 -0.26
C 3.343745 4.206169 -3.110112 0.03 0.22 0.25
C 2.509885 4.448277 -4.189699 -0.01 -0.09 -0.08
C 2.412979 3.518025 -5.214335 -0.07 0.05 -0.07
C 3.152693 2.346539 -5.163818 -0.06 0.10 0.01
C 3.995272 2.104151 -4.091746 0.17 -0.29 0.04
H 3.429221 4.914390 -2.296362 0.04 -0.02 0.01
H 1.934218 5.363804 -4.231919 0.00 -0.02 0.03
H 1.760178 3.707290 -6.052393 -0.07 0.01 -0.07
H 3.073416 1.620018 -5.961030 0.02 -0.01 0.00
H 4.588032 1.200212 -4.037034 0.01 0.01 0.03
F -2.257425 3.403890 -6.924342 0.01 0.01 0.02
C -2.618552 3.040692 -5.674854 -0.09 -0.07 0.28
C -2.687218 4.002526 -4.687296 -0.09 -0.11 -0.16
C -3.067751 3.625601 -3.406879 0.00 -0.20 -0.15
C -3.361222 2.296492 -3.130945 -0.04 0.13 0.08
C -3.278744 1.345327 -4.136228 0.00 0.10 0.04
C -2.910080 1.717262 -5.420107 0.03 -0.25 -0.22
H -2.451101 5.020899 -4.921433 0.01 0.04 -0.15
H -3.136162 4.370073 -2.624163 0.05 0.02 -0.01
H -3.657989 1.999242 -2.136984 -0.01 -0.02 0.00
H -3.505512 0.309604 -3.919131 0.00 0.00 0.01
H -2.850521 0.990178 -6.219617 0.02 0.03 -0.02
F -2.243069 -3.765577 11.450301 0.00 -0.01 0.01
C -1.660115 -3.018158 10.490405 0.10 0.11 -0.19
C -1.277343 -1.726656 10.784556 -0.03 0.15 0.28
C -0.673457 -0.963041 9.796948 -0.02 -0.12 -0.11
C -0.471036 -1.494941 8.531169 0.05 0.08 -0.01
C -0.867221 -2.794067 8.250499 -0.01 0.03 0.11
C -1.461283 -3.565043 9.239321 -0.08 -0.24 -0.08
H -1.450988 -1.327647 11.775223 0.00 -0.04 0.01
H -0.360625 0.049208 10.015645 -0.02 0.01 0.03
H -0.003902 -0.896088 7.764412 -0.02 -0.01 -0.04
H -0.711807 -3.206897 7.263403 0.03 0.01 -0.01
H -1.769333 -4.583856 9.044870 -0.02 0.00 0.03
F -1.706562 6.604187 -4.012741 0.15 0.38 0.18
C -2.527600 7.678195 -3.970535 -0.17 0.27 0.03
C -2.027653 8.918235 -4.307741 0.30 0.04 -0.10
C -2.871996 10.017078 -4.268721 -0.12 -0.08 0.05
C -4.196763 9.862744 -3.885047 -0.06 0.09 0.00
C -4.680167 8.607707 -3.545132 0.10 0.09 -0.05
C -3.842377 7.503567 -3.592323 -0.09 -0.29 0.08
H -0.989851 9.018506 -4.596677 0.00 -0.03 -0.01
H -2.495814 10.994601 -4.537434 0.03 0.00 0.00
H -4.852376 10.722366 -3.851566 -0.01 0.00 0.00
H -5.711269 8.487239 -3.242540 -0.01 -0.03 -0.01
H -4.203279 6.515212 -3.339362 0.02 -0.01 -0.01
F -6.712632 -3.207932 -2.020143 -0.08 -0.01 -0.02
C -6.977769 -4.436030 -1.529469 -0.05 -0.26 0.10
C -5.989679 -5.398920 -1.560006 0.26 0.07 -0.10
C -6.261394 -6.659697 -1.050519 -0.13 0.04 0.02
C -7.515257 -6.942655 -0.528843 -0.02 -0.10 0.04
C -8.497912 -5.962891 -0.510969 0.14 -0.04 -0.03
C -8.228150 -4.697609 -1.009645 -0.22 0.20 0.01
H -5.020124 -5.160927 -1.978637 -0.01 0.02 0.00
H -5.494095 -7.421651 -1.061299 0.02 0.01 -0.02
H -7.726200 -7.927955 -0.135730 0.00 0.00 0.00
H -9.476650 -6.184156 -0.107933 -0.01 0.03 0.01
H -8.978085 -3.918018 -0.996770 0.02 0.02 -0.03
```
Forces are in eV/Å.

Computed properties:
gap between HOMO and LUMO	7.873	eV
HOMO	-8.97	eV
SMILES	C#CCCCc1cccc2c1C(=O)c1cc(S(=O)(=O)C(F)(F)F)c(CCP(=O)(OCC)OCC)cc1C2=O.Fc1ccccc1.Fc1ccccc1.Fc1ccccc1.Fc1ccccc1.Fc1ccccc1
max |F|	0.078	Eh/bohr



C4H4O | wB97M-V/def2-TZVPD

Structure (XYZ):
```
9
Properties=species:S:1:pos:R:3:forces:R:3
C -0.913316 0.736802 -0.086631 2.15 -1.00 -0.86
C -1.929434 -0.034774 0.157059 -0.49 0.03 -0.91
C 1.229804 -0.554786 0.029132 -1.01 -0.07 -0.06
C 0.458320 0.482476 -0.563164 -2.95 -1.98 -0.28
O 1.554927 0.808942 0.106562 1.13 2.61 1.54
H -0.948672 1.714375 0.152773 -0.70 3.57 1.20
H -2.342149 -0.936102 -0.210283 -0.22 -0.94 0.28
H 0.961052 -1.143530 0.844243 -1.08 -0.01 2.10
H 1.929468 -1.073407 -0.429691 3.16 -2.20 -3.00
```
Forces are in eV/Å.

Computed properties:
gap between HOMO and LUMO (spin up / spin down)	9.225 / 9.626	eV
HOMO (spin up / spin down)	-8.05 / -10.44	eV
spin multiplicity	3
<S²>	2.036
relative energy (zero: lowest compared OMol25 entry of this formula, charge and spin)	224.51	kJ/mol
max |F|	0.095	Eh/bohr



C3H2O2 | wB97M-V/def2-TZVPD

Structure (XYZ):
```
7
Properties=species:S:1:pos:R:3:forces:R:3
C 0.902078 1.079716 0.362265 -2.34 -0.75 -0.94
C 0.134627 0.434001 -0.520104 1.26 -1.44 -1.04
C 3.129126 0.016802 -0.975062 1.26 -0.52 0.92
O 1.438540 1.648028 1.213231 0.50 0.05 -0.11
O 3.824150 -0.332305 -0.147666 -0.85 0.41 -1.01
H -0.901576 0.604718 -0.802738 0.27 0.69 0.77
H 0.535614 -0.411187 -1.182700 -0.11 1.54 1.40
```
Forces are in eV/Å.

Computed properties:
gap between HOMO and LUMO	9.763	eV
HOMO	-9.28	eV
relative energy (zero: lowest compared OMol25 entry of this formula, charge and spin)	34.83	kJ/mol
max |F|	0.051	Eh/bohr



Look up the max |F| of the third one.
0.051 Eh/bohr